No. 1
The following is a quantum chemistry calculation of a gas-phase ion, C3H9IN3 (charge +1) in a non-equilibrium geometry, from the OMol25 dataset.

Geometry as ORCA input:
```
! RIJCOSX wB97M-V def2-TZVPD def2/J DEFGRID3
* xyz 1 1
C -0.250 2.169 0.358
N 0.920 1.286 0.052
C 0.894 -0.057 -0.057
N 2.056 -0.867 0.300
I 3.928 -0.003 0.072
N -0.308 -0.630 -0.204
C -0.617 -2.065 0.067
H -0.337 2.862 -0.473
H -1.153 1.625 0.271
H -0.008 2.662 1.319
H 1.800 1.738 -0.052
H 2.073 -1.887 0.032
H -1.175 0.003 -0.265
H -1.098 -2.301 1.008
H 0.252 -2.698 -0.122
H -1.318 -2.290 -0.723
*
```

Kohn-Sham gap	9.00	eV
HOMO level	-13.457	eV
SMILES	CN/C(NI)=[NH+]/C
ΔE to the lowest compared entry with this formula, charge and spin	9.0	kcal/mol

=====

No. 2
The following is a quantum chemistry calculation of 2 unconnected molecules or ions with the total composition C3H9INS, from the OMol25 dataset.

Geometry as ORCA input:
```
! RIJCOSX wB97M-V def2-TZVPD def2/J DEFGRID3
* xyz 1 1
C -0.824 1.601 1.341
C 0.116 -0.746 -1.342
C 0.275 -1.269 0.055
N 1.197 0.138 -1.645
S -1.017 -2.026 0.809
I 2.132 -0.992 0.909
H -1.865 1.862 1.477
H -0.677 1.183 0.356
H -0.220 2.494 1.442
H 0.135 -1.618 -2.012
H -0.891 -0.312 -1.447
H -0.527 0.892 2.104
H 1.009 1.105 -1.424
H 1.565 0.060 -2.582
H -0.409 -2.372 1.958
*
```

Kohn-Sham gap	7.57	eV
HOMO level	-13.705	eV
ΔE to the lowest compared entry with this formula, charge and spin	26.2	kcal/mol

=====

No. 3
The following is a quantum chemistry calculation of 2 unconnected molecules or ions with the total composition C3H9N in a non-equilibrium geometry, from the OMol25 dataset.

Geometry as ORCA input:
```
! RIJCOSX wB97M-V def2-TZVPD def2/J DEFGRID3
* xyz 0 1
C -0.779 -0.137 0.345
N 0.094 0.500 0.995
C 0.724 -0.218 2.092
H -1.200 0.317 -0.538
H -0.996 -1.189 0.551
H 1.193 -1.147 1.752
H 0.212 -0.415 3.038
H 1.563 0.405 2.425
C -0.102 0.066 -2.847
H -0.296 1.094 -2.534
H 0.455 0.217 -3.781
H -0.948 -0.575 -3.047
H 0.674 -0.277 -2.167
*
```

Kohn-Sham gap	10.89	eV
HOMO level	-9.738	eV
SMILES	C=NC.C
ΔE to the lowest compared entry with this formula, charge and spin	33.8	kcal/mol

=====

No. 4
The following is a quantum chemistry calculation of a single C3H9N molecule in a non-equilibrium geometry, from the OMol25 dataset.

Geometry as ORCA input:
```
! RIJCOSX wB97M-V def2-TZVPD def2/J DEFGRID3
* xyz 0 1
C -1.139 1.053 0.775
C 0.132 0.606 0.061
C 0.050 -0.810 -0.512
N 1.310 -1.495 -0.716
H -1.068 0.774 1.820
H -2.095 0.750 0.356
H -1.260 2.147 0.745
H 0.535 1.315 -0.671
H 0.949 0.620 0.777
H -0.576 -0.851 -1.402
H -0.512 -1.369 0.240
H 1.892 -1.467 0.104
H 1.782 -1.273 -1.576
*
```

Kohn-Sham gap	10.18	eV
HOMO level	-8.918	eV
SMILES	CCCN
ΔE to the lowest compared entry with this formula, charge and spin	8.5	kcal/mol

=====

No. 5
The following is a quantum chemistry calculation of a gas-phase ion, C3H9N2 (charge +1) in a non-equilibrium geometry, from the OMol25 dataset.

Geometry as ORCA input:
```
! RIJCOSX wB97M-V def2-TZVPD def2/J DEFGRID3
* xyz 1 1
C -0.795 0.389 -1.597
N -0.390 0.146 -0.422
C -1.359 -0.106 0.643
C 1.132 -0.054 -0.171
N 1.465 -0.174 1.169
H -0.097 0.683 -2.367
H -1.851 0.304 -1.821
H -1.940 0.760 0.822
H -0.842 -0.417 1.547
H -1.952 -1.008 0.469
H 1.427 -0.862 -0.838
H 1.561 0.845 -0.581
H 1.985 0.575 1.589
H 1.655 -1.082 1.559
*
```

Kohn-Sham gap	9.85	eV
HOMO level	-14.687	eV
SMILES	C=[N+](C)CN
ΔE to the lowest compared entry with this formula, charge and spin	32.5	kcal/mol

=====

No. 6
The following is a quantum chemistry calculation of 2 unconnected molecules or ions with the total composition C3H9N2 in a non-equilibrium geometry, from the OMol25 dataset.

Geometry as ORCA input:
```
! RIJCOSX wB97M-V def2-TZVPD def2/J DEFGRID3
* xyz 1 1
C -2.558 0.277 0.024
C 0.943 1.137 0.014
C 1.392 -1.194 -0.021
N -1.510 -0.184 -0.389
N 0.757 -0.110 -0.591
H -2.530 1.126 0.652
H -3.701 -0.003 -0.060
H 1.156 1.214 1.199
H 1.713 1.814 -0.498
H -0.083 1.651 -0.179
H 1.129 -2.136 -0.389
H 2.358 -0.999 -0.540
H 1.675 -1.033 1.092
H -1.608 -0.965 -1.005
*
```

Kohn-Sham gap	7.94	eV
HOMO level	-14.919	eV
ΔE to the lowest compared entry with this formula, charge and spin	134.2	kcal/mol

=====

No. 7
The following is a quantum chemistry calculation of a gas-phase ion, C3H9N2 (charge +1) in a non-equilibrium geometry, from the OMol25 dataset.

Geometry as ORCA input:
```
! RIJCOSX wB97M-V def2-TZVPD def2/J DEFGRID3
* xyz 1 1
C -1.589 -1.049 1.094
C -0.873 0.200 0.639
N 0.360 -0.073 -0.217
C 1.010 0.864 -0.817
N 2.146 0.651 -1.447
H -2.447 -1.139 0.516
H -1.011 -1.940 0.910
H -1.877 -0.988 2.117
H -1.582 0.791 0.088
H -0.416 0.696 1.546
H 0.518 -1.064 -0.330
H 0.740 1.992 -0.649
H 2.319 1.294 -2.164
H 2.701 -0.233 -1.287
*
```

Kohn-Sham gap	11.51	eV
HOMO level	-15.368	eV
SMILES	CC/[NH+]=C/N
ΔE to the lowest compared entry with this formula, charge and spin	18.0	kcal/mol

=====

No. 8
The following is a quantum chemistry calculation of a gas-phase ion, C3H9N2O (charge -1) in a non-equilibrium geometry, from the OMol25 dataset.

Geometry as ORCA input:
```
! RIJCOSX wB97M-V def2-TZVPD def2/J DEFGRID3
* xyz -1 1
N -1.859 0.409 0.684
C -1.109 0.239 -0.561
C -0.217 -0.989 -0.493
N 0.901 -0.827 0.484
C 1.679 0.472 0.375
O 1.907 0.910 -0.874
H -1.299 0.497 1.506
H -2.551 1.138 0.602
H -0.429 1.073 -0.745
H -1.796 0.092 -1.400
H 0.245 -1.113 -1.480
H -0.768 -1.889 -0.210
H 1.591 -1.515 0.205
H 1.097 1.231 0.967
H 2.609 0.272 0.940
*
```

Kohn-Sham gap	6.80	eV
HOMO level	-2.369	eV
SMILES	NCCNC[O-]
ΔE to the lowest compared entry with this formula, charge and spin	21.9	kcal/mol